{"formula": "C20H22BrCl2F3N3O3", "method": "wB97M-V/def2-TZVPD", "lumo_ev": 1.19, "energy_ha": -4959.10038, "gap_ha": 0.1072, "fmax_ha_per_bohr": 0.0859, "de_lowest_kcal_mol": 62.2, "charge": -1, "symbols": ["F", "C", "C", "C", "H", "N", "H", "C", "C", "H", "H", "N", "H", "F", "H", "H", "O", "H", "C", "C", "N", "C", "C", "C", "C", "O", "Br", "C", "H", "F", "H", "C", "H", "H", "H", "C", "C", "H", "H", "H", "O", "H", "C", "H", "H", "Cl", "C", "H", "H", "C", "H", "Cl", "C", "C"], "positions_angstrom": [[4.067, 2.006, 1.380], [-0.793, -0.483, 0.400], [4.110, -1.308, 4.052], [-4.404, 1.761, 2.273], [-2.218, -2.868, -1.117], [-3.552, 1.162, 3.066], [0.599, 0.430, -4.881], [2.105, -0.330, -3.396], [0.026, -2.460, -1.220], [-6.165, 0.343, 2.459], [1.157, 1.655, -3.627], [-1.847, -1.316, 0.771], [-0.292, -4.289, -3.109], [4.091, -0.135, 0.791], [2.530, 2.387, -1.951], [1.671, 2.978, 1.441], [3.159, -1.832, 4.829], [-1.379, -4.996, -1.749], [-2.703, -0.735, 1.647], [0.879, 0.573, -3.806], [-1.483, 1.501, 1.866], [0.581, 1.650, 0.508], [-4.126, 3.227, 1.727], [-1.384, -2.769, -1.852], [1.549, 1.160, -0.459], [4.021, 1.457, -0.877], [-1.952, -1.514, -3.271], [-1.259, -4.207, -2.552], [4.666, -2.012, 3.381], [5.831, 1.139, 0.363], [0.798, -2.707, -2.001], [-0.633, 0.868, 0.962], [-3.585, -1.338, 1.983], [2.726, 3.085, -0.313], [4.961, -0.791, 4.566], [-2.513, 0.658, 2.157], [2.741, 2.111, -0.873], [-3.097, 3.546, 2.044], [-0.026, 0.373, -3.181], [-5.451, 0.569, 0.793], [0.767, 2.927, 1.069], [-4.081, 3.122, 0.599], [1.332, -0.213, -1.037], [-2.155, -4.351, -3.228], [0.175, -3.233, -0.402], [3.740, -1.753, -1.715], [0.185, -1.033, -0.611], [-6.448, 1.914, 1.467], [-4.932, 3.952, 2.008], [-5.733, 1.096, 1.754], [3.796, -0.522, 3.321], [3.166, -0.863, -4.750], [2.343, -0.710, -2.100], [4.438, 1.117, 0.396]]}